No. 1
{
  "formula": "C5H8N2",
  "method": "ωB97M-V/def2-TZVPD",
  "lumo_ev": 0.8189,
  "total_energy_ha": -304.74209,
  "fmax_ev_per_a": 1.05,
  "de_lowest_kcal_mol": 58.61,
  "charge": 0,
  "elements": ["C", "C", "C", "C", "N", "C", "N", "H", "H", "H", "H", "H", "H", "H", "H"],
  "xyz": [[2.288186, -1.328453, -0.056893], [1.011927, -0.937006, -0.745193], [-0.020808, -0.337551, -0.227890], [-1.145805, 0.312914, -0.013773], [-2.436995, -0.251589, -0.090402], [-1.035197, 1.741833, 0.325632], [0.093936, 2.234306, 0.649900], [2.201095, -1.168683, 1.020716], [2.518786, -2.376551, -0.259283], [3.147212, -0.735742, -0.404304], [0.777257, -1.277666, -1.746767], [-2.986606, -0.181604, 0.755769], [-2.427847, -1.205957, -0.428704], [-1.985396, 2.288263, 0.348819], [0.000252, 3.223490, 0.872376]],
  "forces_ev_per_a": [[-0.1, -0.2, 0.1], [-0.4, -0.2, 0.2], [-0.1, -0.2, 0.0], [0.3, 0.0, 0.1], [0.0, -0.2, 0.3], [0.1, 0.1, 0.0], [-0.5, 0.1, 0.0], [0.0, -0.1, -0.1], [0.1, 0.0, 0.1], [-0.4, -0.1, -0.1], [0.8, 0.3, -0.6], [0.0, 0.0, 0.0], [0.0, 0.2, 0.1], [0.1, 0.1, -0.1], [0.0, 0.0, -0.1]],
  "lowdin_charge": [-0.100, -0.155, 0.005, -0.354, 0.074, -0.208, 0.095, 0.076, 0.066, 0.077, 0.104, 0.079, 0.086, 0.110, 0.043]
}

---

No. 2
{
  "formula": "C38H77Br32ClIS",
  "method": "ωB97M-V/def2-TZVPD",
  "lumo_ev": -2.4631,
  "total_energy_ha": -85018.40602,
  "fmax_ev_per_a": 1.42,
  "charge": 1,
  "elements": ["Cl", "C", "C", "C", "S", "C", "C", "C", "I", "H", "H", "H", "H", "H", "H", "H", "H", "H", "H", "H", "H", "H", "Br", "C", "C", "Br", "H", "H", "H", "H", "Br", "C", "C", "Br", "H", "H", "H", "H", "Br", "C", "C", "Br", "H", "H", "H", "H", "Br", "C", "C", "Br", "H", "H", "H", "H", "Br", "C", "C", "Br", "H", "H", "H", "H", "Br", "C", "C", "Br", "H", "H", "H", "H", "Br", "C", "C", "Br", "H", "H", "H", "H", "Br", "C", "C", "Br", "H", "H", "H", "H", "Br", "C", "C", "Br", "H", "H", "H", "H", "Br", "C", "C", "Br", "H", "H", "H", "H", "Br", "C", "C", "Br", "H", "H", "H", "H", "Br", "C", "C", "Br", "H", "H", "H", "H", "Br", "C", "C", "Br", "H", "H", "H", "H", "Br", "C", "C", "Br", "H", "H", "H", "H", "Br", "C", "C", "Br", "H", "H", "H", "H", "Br", "C", "C", "Br", "H", "H", "H", "H"],
  "xyz": [[2.924294, -2.977153, -1.250574], [3.179153, -1.260315, -1.636083], [2.585934, -0.356283, -0.547498], [3.755106, 0.227260, 0.260947], [3.162001, 1.256943, 1.599567], [4.663851, 1.971807, 2.397371], [5.984949, 1.267332, 2.081437], [6.695634, 1.775496, 0.819049], [8.805563, 1.716913, 1.129673], [2.783103, -1.022979, -2.615964], [4.259258, -1.145728, -1.694369], [1.994644, -0.968087, 0.129036], [1.976505, 0.432711, -0.983974], [4.281390, -0.605868, 0.721811], [4.420888, 0.745535, -0.423174], [2.542709, 2.316796, 1.060825], [4.746368, 3.018682, 2.113113], [4.480444, 1.914491, 3.462647], [6.632062, 1.497982, 2.926117], [5.899755, 0.184647, 2.030001], [6.394029, 2.780538, 0.549377], [6.538898, 1.139849, -0.044846], [4.107347, 3.657142, -1.057129], [4.447656, 5.496649, -1.602921], [5.606999, 6.070448, -0.835300], [5.088356, 6.496295, 0.988889], [3.523488, 6.042765, -1.446152], [4.667204, 5.451423, -2.666731], [5.927325, 7.008538, -1.282274], [6.452450, 5.393428, -0.772140], [3.368820, 10.229391, 1.090161], [2.503180, 9.873383, 2.796210], [2.272040, 8.406810, 3.030848], [0.784201, 7.721317, 1.973431], [1.580992, 10.445349, 2.797171], [3.177062, 10.270379, 3.552067], [1.991072, 8.240109, 4.066253], [3.133706, 7.797362, 2.779802], [-0.797217, 2.416985, 6.304078], [0.826462, 3.474626, 6.214080], [1.132276, 3.898625, 4.804039], [1.847817, 2.398207, 3.759381], [1.616193, 2.878196, 6.659139], [0.642380, 4.351338, 6.830916], [1.908337, 4.660494, 4.788627], [0.260642, 4.259651, 4.268356], [-2.397946, 11.623846, 6.093080], [-1.703161, 10.774762, 4.489029], [-1.632817, 9.275294, 4.614849], [-0.124731, 8.741834, 5.730183], [-0.732096, 11.222530, 4.300850], [-2.393892, 11.054773, 3.697122], [-1.452581, 8.821956, 3.642825], [-2.524128, 8.840868, 5.054935], [1.929077, 0.420818, -4.650297], [2.085472, -0.436456, -6.393324], [2.055435, -1.933531, -6.260074], [3.742496, -2.623336, -5.576600], [2.998689, -0.062079, -6.842937], [1.227775, -0.088981, -6.966391], [1.920455, -2.395856, -7.234901], [1.277914, -2.276256, -5.584797], [-4.463810, 3.961169, 3.041514], [-4.251380, 2.143417, 3.699190], [-5.367079, 1.745519, 4.627829], [-5.161413, 2.567822, 6.375973], [-3.277736, 2.097317, 4.176820], [-4.254976, 1.511761, 2.813832], [-5.345822, 0.672871, 4.806109], [-6.347978, 2.029543, 4.262125], [2.191370, 11.712953, 6.631376], [2.129115, 11.333103, 8.539448], [3.010671, 10.168737, 8.903905], [2.210032, 8.464414, 8.408015], [1.087412, 11.169736, 8.795940], [2.485994, 12.239871, 9.021644], [3.146545, 10.113823, 9.981261], [3.979193, 10.215845, 8.418010], [8.331662, 2.116949, 5.659582], [9.595867, 3.557747, 5.998088], [10.603263, 3.679062, 4.886218], [11.941923, 2.275004, 4.964736], [10.049594, 3.352807, 6.961622], [8.995467, 4.461918, 6.064580], [11.153486, 4.612627, 4.977671], [10.145016, 3.620453, 3.903997], [-1.710443, -0.830342, -5.779570], [-1.662832, 1.038517, -5.244009], [-2.610718, 1.875532, -6.059838], [-1.903814, 2.213610, -7.839459], [-0.634640, 1.368585, -5.331814], [-1.956033, 1.043158, -4.195781], [-2.738439, 2.856188, -5.607245], [-3.580198, 1.406157, -6.188467], [-3.626511, -2.912240, -3.573027], [-4.109522, -4.195646, -4.953166], [-3.030995, -5.222224, -5.162955], [-1.524575, -4.499199, -6.160373], [-4.322920, -3.623882, -5.850575], [-5.021274, -4.670888, -4.599701], [-3.402658, -6.047383, -5.768697], [-2.632153, -5.609071, -4.231265], [-2.114218, -7.593354, -8.005677], [-1.601750, -9.158489, -6.969205], [-2.774046, -10.056025, -6.703386], [-3.932719, -9.328781, -5.310021], [-1.138135, -8.794409, -6.058381], [-0.859914, -9.676181, -7.573145], [-2.436919, -11.014717, -6.323023], [-3.396585, -10.210912, -7.580135], [-9.861740, 2.632158, 10.581704], [-8.081412, 1.878880, 10.378452], [-7.691041, 1.746704, 8.931161], [-8.576580, 0.237724, 8.083065], [-8.080854, 0.927537, 10.899614], [-7.416019, 2.573582, 10.885793], [-6.628204, 1.537884, 8.841949], [-7.936300, 2.625241, 8.344320], [-5.446146, 6.936051, 6.205015], [-5.605246, 8.814596, 6.671014], [-6.378276, 9.588614, 5.639571], [-5.307226, 9.899777, 4.047312], [-4.594376, 9.190135, 6.796435], [-6.121408, 8.836584, 7.627929], [-6.628178, 10.574647, 6.024393], [-7.282344, 9.086628, 5.312561], [-5.158547, -15.335020, -7.300948], [-4.977999, -13.484402, -6.728592], [-5.871003, -12.564832, -7.514696], [-5.173002, -12.236250, -9.306254], [-3.929464, -13.229986, -6.824386], [-5.256832, -13.478638, -5.677180], [-5.919931, -11.587259, -7.038512], [-6.873977, -12.958817, -7.638918], [-0.359361, -17.226244, -8.481815], [-1.894940, -17.638085, -9.607997], [-1.974086, -16.721020, -10.798506], [-2.617645, -14.965295, -10.280471], [-2.772901, -17.573190, -8.973774], [-1.749207, -18.667626, -9.926377], [-2.693726, -17.098462, -11.521362], [-1.015728, -16.578506, -11.286457], [-1.397750, -13.046398, -7.698164], [0.309204, -13.289873, -6.796711], [0.155504, -13.363077, -5.302603], [-0.158969, -11.611201, -4.513521], [0.951432, -12.475931, -7.116507], [0.697627, -14.231109, -7.180682], [1.073956, -13.722906, -4.845127], [-0.672995, -13.994747, -5.000141]],
  "forces_ev_per_a": [[-0.1, -0.1, -0.1], [0.2, 0.1, 0.1], [0.4, -0.1, 0.3], [-0.3, 0.0, -1.1], [0.7, -0.8, 0.4], [0.6, 0.0, -0.3], [0.1, 0.3, -0.5], [0.0, -0.3, 0.1], [0.1, 0.1, -0.1], [-0.2, -0.3, 0.0], [0.1, 0.1, -0.1], [-0.4, 0.1, -0.1], [-0.1, 0.0, 0.0], [0.1, 0.1, 0.3], [0.1, 0.3, 0.2], [0.3, 0.1, -0.5], [-0.3, 0.1, -0.1], [-0.3, -0.1, 0.0], [-0.1, -0.1, 0.2], [0.0, -0.1, 0.2], [0.2, 0.2, 0.1], [-0.1, 0.0, -0.1], [-0.2, -0.1, -0.1], [0.1, 0.0, -0.1], [-0.1, 0.2, 0.1], [0.1, -0.1, 0.1], [0.0, 0.0, 0.1], [0.0, -0.1, 0.0], [0.0, 0.0, 0.0], [0.0, 0.0, -0.1], [-0.1, 0.0, 0.0], [0.2, 0.1, -0.1], [-0.1, -0.1, 0.0], [0.1, 0.0, 0.0], [0.0, 0.0, 0.0], [0.0, 0.0, 0.0], [0.0, 0.0, 0.0], [0.0, 0.1, -0.1], [0.0, -0.1, 0.0], [-0.2, 0.0, 0.0], [0.2, 0.2, 0.1], [-1.0, 0.5, 0.9], [0.1, 0.0, 0.0], [0.0, 0.1, 0.0], [0.0, 0.0, 0.0], [0.0, -0.1, 0.0], [0.1, 0.0, 0.1], [-0.2, 0.0, 0.0], [0.2, 0.0, -0.1], [-0.2, 0.0, 0.1], [0.0, 0.0, 0.0], [0.0, 0.0, 0.0], [0.0, 0.0, 0.0], [0.0, 0.0, 0.0], [0.1, 0.2, 0.0], [-0.2, 0.0, -0.1], [0.2, -0.1, 0.0], [0.0, 0.0, 0.1], [0.0, 0.0, 0.0], [-0.1, 0.0, 0.1], [0.0, 0.0, 0.0], [-0.1, 0.0, 0.0], [0.1, 0.0, 0.1], [-0.1, 0.1, -0.2], [0.1, -0.1, 0.2], [0.0, 0.1, 0.0], [0.0, 0.0, 0.0], [0.0, 0.0, 0.0], [0.0, 0.0, 0.0], [0.0, 0.0, -0.1], [0.0, 0.0, 0.0], [0.1, 0.1, -0.1], [-0.1, -0.1, 0.1], [0.1, 0.0, 0.0], [0.0, 0.0, 0.0], [0.0, 0.0, 0.0], [0.0, 0.0, 0.0], [0.0, 0.0, 0.0], [0.0, -0.1, 0.0], [-0.2, 0.1, -0.1], [0.2, 0.0, 0.1], [-0.1, 0.0, -0.1], [0.0, 0.0, 0.0], [0.0, 0.0, 0.0], [0.0, 0.0, 0.0], [-0.1, 0.0, 0.0], [0.2, 0.1, -0.1], [-0.2, -0.2, 0.0], [0.1, 0.2, -0.1], [0.0, 0.0, 0.0], [0.0, 0.1, 0.0], [0.0, 0.0, 0.0], [0.0, 0.0, 0.0], [0.0, 0.0, 0.0], [-0.1, -0.1, 0.1], [0.0, 0.0, 0.2], [0.0, -0.1, -0.2], [0.1, 0.1, 0.1], [0.0, 0.0, 0.0], [0.0, 0.0, 0.0], [0.0, 0.0, 0.0], [0.0, 0.0, 0.0], [0.0, -0.1, 0.0], [0.0, 0.1, -0.2], [-0.2, 0.0, 0.2], [-0.1, 0.0, -0.1], [0.0, 0.0, 0.0], [0.0, -0.1, 0.0], [0.0, 0.1, 0.1], [0.0, 0.0, 0.0], [0.0, -0.1, 0.0], [-0.1, 0.2, 0.0], [0.1, -0.2, 0.0], [0.0, 0.0, -0.1], [0.0, 0.0, 0.0], [0.0, 0.0, 0.0], [0.0, 0.0, 0.0], [0.0, 0.0, 0.0], [0.1, -0.1, -0.1], [-0.1, -0.2, 0.1], [0.1, 0.2, 0.0], [-0.1, 0.0, -0.1], [0.0, 0.1, 0.0], [0.0, 0.0, 0.0], [0.0, 0.0, 0.0], [0.0, -0.1, 0.0], [0.0, 0.0, 0.0], [-0.2, -0.2, 0.1], [0.1, 0.2, -0.1], [0.0, 0.0, 0.1], [0.0, 0.0, 0.0], [0.0, 0.0, 0.0], [0.0, 0.0, 0.0], [0.0, 0.0, 0.0], [-0.1, 0.0, 0.0], [0.2, -0.1, 0.0], [-0.2, 0.1, 0.0], [0.0, -0.1, -0.3], [0.0, 0.0, 0.0], [0.0, 0.0, 0.0], [0.0, -0.1, 0.0], [0.0, -0.1, 0.0], [0.3, 0.1, 0.1], [-0.1, -0.1, -0.1], [0.1, 0.1, 0.1], [-0.1, 0.0, 0.0], [0.0, 0.0, 0.1], [0.0, 0.0, 0.0], [0.0, 0.0, 0.0], [0.0, 0.0, 0.0]],
  "lowdin_charge": [0.586, -0.603, -0.290, -0.426, 0.927, -0.391, -0.345, -0.685, 0.840, -0.030, 0.072, 0.096, 0.110, 0.108, 0.058, -0.030, 0.077, 0.040, 0.047, 0.108, -0.005, 0.024, 0.695, -0.640, -0.671, 0.639, 0.060, 0.069, 0.070, 0.051, 0.608, -0.693, -0.703, 0.612, 0.044, 0.052, -0.014, -0.005, 0.646, -0.687, -0.611, 0.756, 0.054, 0.065, 0.065, 0.059, 0.609, -0.702, -0.674, 0.599, 0.039, 0.040, 0.018, 0.019, 0.675, -0.654, -0.696, 0.622, 0.055, 0.048, 0.067, 0.030, 0.601, -0.700, -0.675, 0.637, 0.016, 0.058, 0.062, 0.056, 0.596, -0.676, -0.683, 0.579, 0.056, 0.061, 0.059, 0.050, 0.591, -0.687, -0.706, 0.616, 0.053, 0.058, 0.060, 0.024, 0.593, -0.700, -0.693, 0.611, -0.018, 0.062, 0.058, 0.052, 0.576, -0.678, -0.692, 0.567, 0.054, 0.060, 0.005, 0.054, 0.633, -0.698, -0.753, 0.603, 0.043, 0.050, -0.057, 0.025, 0.608, -0.703, -0.738, 0.600, 0.049, 0.057, 0.016, 0.040, 0.601, -0.701, -0.672, 0.638, 0.024, 0.061, 0.062, 0.053, 0.608, -0.703, -0.671, 0.605, -0.037, 0.063, 0.044, 0.052, 0.603, -0.685, -0.683, 0.571, 0.042, 0.058, 0.060, 0.051, 0.690, -0.643, -0.668, 0.663, 0.055, 0.045, 0.060, 0.056]
}

---

Copy entry 1 word for word.
{
  "formula": "C5H8N2",
  "method": "ωB97M-V/def2-TZVPD",
  "lumo_ev": 0.8189,
  "total_energy_ha": -304.74209,
  "fmax_ev_per_a": 1.05,
  "de_lowest_kcal_mol": 58.61,
  "charge": 0,
  "elements": ["C", "C", "C", "C", "N", "C", "N", "H", "H", "H", "H", "H", "H", "H", "H"],
  "xyz": [[2.288186, -1.328453, -0.056893], [1.011927, -0.937006, -0.745193], [-0.020808, -0.337551, -0.227890], [-1.145805, 0.312914, -0.013773], [-2.436995, -0.251589, -0.090402], [-1.035197, 1.741833, 0.325632], [0.093936, 2.234306, 0.649900], [2.201095, -1.168683, 1.020716], [2.518786, -2.376551, -0.259283], [3.147212, -0.735742, -0.404304], [0.777257, -1.277666, -1.746767], [-2.986606, -0.181604, 0.755769], [-2.427847, -1.205957, -0.428704], [-1.985396, 2.288263, 0.348819], [0.000252, 3.223490, 0.872376]],
  "forces_ev_per_a": [[-0.1, -0.2, 0.1], [-0.4, -0.2, 0.2], [-0.1, -0.2, 0.0], [0.3, 0.0, 0.1], [0.0, -0.2, 0.3], [0.1, 0.1, 0.0], [-0.5, 0.1, 0.0], [0.0, -0.1, -0.1], [0.1, 0.0, 0.1], [-0.4, -0.1, -0.1], [0.8, 0.3, -0.6], [0.0, 0.0, 0.0], [0.0, 0.2, 0.1], [0.1, 0.1, -0.1], [0.0, 0.0, -0.1]],
  "lowdin_charge": [-0.100, -0.155, 0.005, -0.354, 0.074, -0.208, 0.095, 0.076, 0.066, 0.077, 0.104, 0.079, 0.086, 0.110, 0.043]
}